Entry from the Open Molecules 2025 dataset: the ion C3H13ClNOP2 with charge -1 in a non-equilibrium geometry (ωB97M-V/def2-TZVPD).

```
21
Properties=species:S:1:pos:R:3:forces:R:3:nbo_charge:R:1
N 3.072 0.373 -0.133 -0.52 -0.36 -0.24 -0.8327
C 1.866 -0.518 -0.178 0.50 0.83 0.46 -0.2208
C 0.814 -0.019 0.832 -0.08 -0.98 -0.14 -0.4235
C -0.532 -0.790 0.836 1.17 0.09 0.10 -0.7428
P -1.592 -0.705 -0.748 0.29 -1.64 0.34 0.4251
P -2.445 1.329 -0.406 -0.80 1.98 -0.26 0.6823
O -1.154 2.452 -0.522 -1.22 -0.46 0.35 -1.0080
Cl -3.032 1.536 1.652 0.42 -0.10 -0.09 -0.4307
H 3.126 0.725 0.813 0.23 -0.02 0.32 0.3343
H 2.786 1.191 -0.655 0.20 0.27 -0.20 0.3360
H 1.523 -0.495 -1.206 -0.26 -0.18 -0.03 0.1984
H 2.193 -1.530 0.054 -0.14 -0.15 0.06 0.1706
H 0.707 1.061 0.729 -0.26 0.08 -0.15 0.1932
H 1.267 -0.181 1.820 0.06 0.20 0.05 0.1791
H -1.059 -0.518 1.754 -0.35 0.13 -0.25 0.2161
H -0.250 -1.847 0.962 -0.24 -0.01 -0.12 0.1905
H -2.741 -1.249 -0.004 -0.09 0.03 0.10 -0.1737
H -2.422 -0.688 -1.963 -0.15 0.39 -0.05 -0.1548
H -0.518 -0.047 -1.533 0.28 0.31 0.00 -0.2365
H -1.154 -2.044 -1.151 0.18 0.05 -0.06 -0.1741
H -0.456 1.965 -0.955 0.77 -0.45 -0.20 0.4717
```
Forces are in eV/Å.

Values from the calculation:
- strongest force on any atom (eV/Å) = 2.149
- charge = -1
- calculated total energy (Ha) = -1394.94614
- HOMO (eV) = -3.343
- gap between HOMO and LUMO (eV) = 7.0